<a>
4 unconnected molecules or ions with the total composition C2H12N2O3, computed with ωB97M-V with the def2-TZVPD basis set.

Computed properties:
Frontier orbital gap (spin up / spin down)   0.0879 / 0.2806 Ha
⟨S²⟩   0.75

Geometry as ORCA input:
```
! wB97M-V def2-TZVPD RIJCOSX def2/J DEFGRID3
* xyz -1 2
C -1.11260 1.10609 0.24084
C -0.14488 1.26792 1.13222
N -0.12451 0.67660 2.39965
N -0.95808 1.29970 -1.16409
H -2.04755 0.63904 0.52749
H 0.79121 1.69744 0.86850
H 0.44040 1.07448 3.13873
H -1.01703 0.44395 2.81221
H -1.88222 1.45090 -1.55050
H -0.33340 2.05988 -1.43071
H 2.48522 0.63999 0.33338
H 2.63474 0.59466 -1.03874
O 2.89650 0.03190 -0.31905
H -0.91683 -1.18269 -2.41914
H -1.20810 -2.20155 -1.34251
O -1.09884 -2.12648 -2.30204
H 0.83807 -1.91545 0.50459
H 0.58876 -3.04499 -0.53582
O 0.16915 -2.51138 0.14496
*
```

Mulliken atomic charge list, values in e, 2 entries: atom 1 (C): -0.0522, atom 2 (C): -1.7035

<b>
4 unconnected molecules or ions with the total composition C2H12N2O3, computed with ωB97M-V with the def2-TZVPD basis set.

Computed properties:
Frontier orbital gap (spin up / spin down)   0.0788 / 0.2620 Ha
⟨S²⟩   0.75

Geometry as ORCA input:
```
! wB97M-V def2-TZVPD RIJCOSX def2/J DEFGRID3
* xyz -1 2
C -0.90041 2.80386 -0.52100
N -0.27484 0.59232 -3.20411
C -0.64385 0.91614 -1.96641
N -0.00819 1.73500 -1.11459
H -0.62334 3.83782 -0.67597
H -0.81621 2.77035 0.53417
H -2.01176 2.55731 -0.90745
H 0.74792 0.80344 -3.25006
H -0.60858 0.08232 -3.96512
H -1.57697 0.74731 -1.57503
H -1.13518 -1.20870 -0.62073
H -0.17699 -1.79152 0.46074
O -0.90665 -1.98950 -0.13653
H 0.83641 -0.25874 6.05847
H 0.36668 1.09881 5.48473
O 0.08326 0.24741 5.92580
H 1.97288 -2.55684 -0.54670
H 1.69982 -3.94757 -0.50251
O 2.39490 -3.35105 -0.20666
*
```

Mulliken atomic charge list, values in e, 2 entries: atom 1 (C): -0.5777, atom 2 (N): -1.3608

The data favor <a>; the next most stable structure lies 0.0622 hartree above it.

<a>
2 unconnected molecules or ions with the total composition CH5N3O, computed with ωB97M-V with the def2-TZVPD basis set.

Computed properties:
Frontier orbital gap   0.3402 Ha

Geometry as ORCA input:
```
! wB97M-V def2-TZVPD RIJCOSX def2/J DEFGRID3
* xyz 0 1
C -0.19090 -0.29967 -0.59478
H 1.80224 -0.30241 1.84181
H 1.97017 -1.31570 0.38245
H 0.14045 -1.08142 -1.37631
H -2.24563 -0.21476 -0.99369
H -0.51799 1.73179 0.44361
N 1.81892 -0.28605 0.72975
N 0.38232 0.04890 0.55194
N -1.36754 0.39772 -0.93961
O -1.79205 1.32160 -0.04516
*
```

Mulliken atomic charge list, values in e, 2 entries: atom 1 (C): 0.0981, atom 2 (H): 0.2863

<b>
A molecular structure, CH5N3O, computed with ωB97M-V with the def2-TZVPD basis set.

Computed properties:
Frontier orbital gap (spin up / spin down)   0.2867 / 0.2703 Ha

Geometry as ORCA input:
```
! wB97M-V def2-TZVPD RIJCOSX def2/J DEFGRID3
* xyz 0 1
C -0.09479 -0.22754 -0.58838
N 0.84182 0.65380 -1.15146
O 0.40242 -1.20458 0.25374
N -0.71917 0.53439 0.98904
N -1.41637 0.08315 1.86580
H -0.89336 -0.07391 2.75619
H 0.49290 1.30256 -1.84163
H 1.53395 0.99499 -0.49720
H -0.98355 -0.46387 -1.18576
H 0.83616 -1.59898 -0.60035
*
```

Mulliken atomic charge list, values in e, 2 entries: atom 1 (C): 0.0812, atom 2 (N): -0.4528

<c>
A single CH5N3O molecule, computed with ωB97M-V with the def2-TZVPD basis set.

Computed properties:
Frontier orbital gap   0.3494 Ha
Structure (SMILES)   CN(N)N=O

Geometry as ORCA input:
```
! wB97M-V def2-TZVPD RIJCOSX def2/J DEFGRID3
* xyz 0 1
C 0.16302 0.05485 -1.06923
N -0.22543 0.07927 0.35662
N 0.38966 -0.88962 1.09832
N -1.00901 0.97915 0.83998
O -1.42091 1.81862 -0.00788
H 1.07474 -0.43430 -1.19594
H -0.63400 -0.53625 -1.56922
H 0.18207 1.03658 -1.48643
H 1.38637 -0.97773 0.91723
H 0.09349 -1.13056 2.11655
*
```

Mulliken atomic charge list, values in e, 2 entries: atom 1 (C): -0.8052, atom 2 (N): 0.7507

The data favor <c>; the next most stable structure lies 0.0330 hartree above it.

<a>
A single C3H6N4 molecule, computed with ωB97M-V with the def2-TZVPD basis set.

Computed properties:
Frontier orbital gap   0.3518 Ha
Structure (SMILES)   Cc1nc(N)n[nH]1

Geometry as ORCA input:
```
! wB97M-V def2-TZVPD RIJCOSX def2/J DEFGRID3
* xyz 0 1
C 1.75674 1.24806 -0.61477
C 0.46034 0.61901 -0.27218
N 0.37964 -0.78544 0.33121
C -0.93527 -0.84353 0.57497
N -1.40760 -1.96041 1.22833
N -1.64540 0.15889 0.06848
N -0.74567 1.06021 -0.32444
H 2.34081 1.03111 0.19590
H 2.14841 0.56321 -1.43093
H 1.75392 2.26694 -1.01373
H -0.76716 -2.68092 1.28626
H -2.26779 -2.46232 0.81683
H -1.07097 1.78520 -0.84592
*
```

Mulliken atomic charge list, values in e, 2 entries: atom 1 (C): -0.9988, atom 2 (C): 0.4795

<b>
A single C3H6N4 molecule, computed with ωB97M-V with the def2-TZVPD basis set.

Computed properties:
Frontier orbital gap   0.3498 Ha
Structure (SMILES)   NN1C=CCN=N1

Geometry as ORCA input:
```
! wB97M-V def2-TZVPD RIJCOSX def2/J DEFGRID3
* xyz 0 1
N -2.37844 -0.36773 0.05409
N -1.04440 -0.42272 0.17437
C -0.11933 0.48743 -0.77197
C 1.19567 0.57196 -0.43628
C 1.70254 -0.36336 0.73375
N 0.65752 -0.40904 1.68764
N -0.52517 -0.42949 1.43853
H -2.76110 0.58080 0.24200
H -2.97498 -1.04532 0.66430
H -0.57669 1.08182 -1.57941
H 1.83498 1.38202 -0.88459
H 2.03515 -1.38319 0.46258
H 2.55585 -0.03858 1.24906
*
```

Mulliken atomic charge list, values in e, 2 entries: atom 1 (N): -0.6644, atom 2 (N): 0.4805

The data favor <a>; the next most stable structure lies 0.1229 hartree above it.

<a>
A single C3H6N4 molecule, computed with ωB97M-V with the def2-TZVPD basis set.

Computed properties:
Frontier orbital gap   0.3827 Ha
Structure (SMILES)   C[C@]12CN1NN=N2

Geometry as ORCA input:
```
! wB97M-V def2-TZVPD RIJCOSX def2/J DEFGRID3
* xyz 0 1
C 1.52740 -0.85712 0.15841
C 0.19932 -0.14515 -0.21599
C 0.14802 1.27332 -0.00233
N -0.60550 0.31762 0.87460
N -2.10907 0.12809 0.14092
N -1.81591 -0.48131 -1.02135
N -0.63739 -0.63458 -1.26161
H 1.87251 -1.56229 -0.67748
H 1.43000 -1.39772 1.13059
H 2.27679 -0.05719 0.30018
H 1.09855 1.63406 0.57627
H -0.46005 1.81355 -0.69323
H -2.92466 -0.03128 0.69102
*
```

Mulliken atomic charge list, values in e, 2 entries: atom 1 (C): -1.1529, atom 2 (C): 1.2970

<b>
A molecular structure, C3H6N4, computed with ωB97M-V with the def2-TZVPD basis set.

Computed properties:
Frontier orbital gap   0.3804 Ha

Geometry as ORCA input:
```
! wB97M-V def2-TZVPD RIJCOSX def2/J DEFGRID3
* xyz 0 1
C -0.20204 0.06466 2.40356
C -0.67600 -0.71162 -0.59698
C 0.96575 -0.00553 -1.58413
H -0.65727 -0.95416 2.55877
H -0.71246 0.77348 3.09101
H 0.90496 0.11464 2.58799
H -0.82093 1.49315 1.20001
H -1.37333 -1.60097 -0.03333
H 1.58995 0.05471 -2.62948
N -0.74965 0.51269 1.04835
N -0.13665 0.32038 -0.02302
N -0.00261 -0.90785 -1.75510
N 0.96645 0.65107 -0.42875
*
```

Mulliken atomic charge list, values in e, 2 entries: atom 1 (C): -0.7385, atom 2 (C): 0.1240

The data favor <a>; the next most stable structure lies 0.0113 hartree above it.

<a>
14 unconnected molecules or ions with the total composition C3H33O14, computed with ωB97M-V with the def2-TZVPD basis set.

Computed properties:
Frontier orbital gap   0.3327 Ha

Geometry as ORCA input:
```
! wB97M-V def2-TZVPD RIJCOSX def2/J DEFGRID3
* xyz -1 1
C -3.46200 -24.33700 -22.82400
C -4.78600 -23.63900 -22.34400
C -5.70800 -24.60900 -21.63000
O -4.42100 -22.56500 -21.47600
H -2.98300 -23.71900 -23.60400
H -3.82500 -25.23200 -23.30400
H -2.74500 -24.59400 -22.00800
H -5.33700 -23.22100 -23.20400
H -5.12700 -24.96500 -20.83200
H -6.11300 -25.38300 -22.30600
H -6.52900 -24.17600 -21.14600
O -4.22100 -20.33500 -20.01700
H -5.11200 -20.22100 -19.71900
H -4.25600 -21.08400 -20.67300
O -1.65100 -21.89500 -22.08200
H -2.47800 -22.38200 -22.12200
H -1.89400 -20.97400 -21.97400
O -0.20200 -23.75500 -20.17100
H -1.12300 -23.80500 -19.95900
H 0.02600 -24.63700 -20.45500
O -8.61400 -21.96000 -19.31900
H -9.22300 -22.66700 -19.44400
H -8.15700 -21.87100 -20.14900
O -9.13800 -24.69900 -20.11600
H -9.40700 -24.64200 -21.00000
H -8.19600 -24.86100 -19.95900
O -9.55500 -23.03500 -22.53400
H -9.39300 -22.76200 -23.45400
H -8.74000 -22.64200 -22.16500
O 0.55900 -24.15800 -23.11200
H -0.18900 -23.95400 -22.55800
H 1.21300 -24.30300 -22.47400
O -2.77800 -23.77600 -19.39700
H -3.15300 -24.51300 -18.88300
H -3.45300 -23.46400 -20.06100
O -7.14900 -21.72800 -21.56000
H -6.35500 -22.27000 -21.74200
H -6.80100 -20.85800 -21.48000
O -4.14600 -20.70800 -23.27000
H -4.18200 -21.49900 -22.74800
H -3.33100 -20.87700 -23.83600
O -2.82500 -26.79900 -20.18800
H -3.44200 -26.74000 -19.43700
H -3.36100 -26.73200 -20.96200
O -6.38900 -21.37700 -24.94300
H -6.28700 -20.66400 -25.57300
H -5.67100 -21.28100 -24.30700
O -5.48100 -23.05700 -19.06500
H -5.94600 -23.84600 -18.79600
H -5.37300 -23.00800 -20.00800
*
```

Mulliken atomic charge list, values in e, 2 entries: atom 1 (C): -1.7348, atom 2 (C): 1.1107

<b>
14 unconnected molecules or ions with the total composition C3H33O14, computed with ωB97M-V with the def2-TZVPD basis set.

Computed properties:
Frontier orbital gap   0.2933 Ha

Geometry as ORCA input:
```
! wB97M-V def2-TZVPD RIJCOSX def2/J DEFGRID3
* xyz -1 1
C 24.89100 16.50800 26.16500
C 24.28300 17.60300 25.32200
C 24.94900 17.66900 24.05100
O 22.91800 17.18600 25.16000
H 24.76900 15.50900 25.74500
H 24.35200 16.44500 27.07700
H 25.89500 16.72000 26.37200
H 24.43900 18.55900 25.84300
H 26.04200 17.72300 24.23200
H 24.68000 18.62000 23.60200
H 24.73600 16.93500 23.25400
O 20.16500 16.76200 24.99900
H 21.06300 17.02200 24.79400
H 20.05200 16.83800 25.91300
O 20.93200 14.53900 26.58500
H 20.21800 15.04900 27.02000
H 21.64600 15.01900 26.33900
O 21.88900 19.60900 24.77300
H 22.21500 18.73700 24.95300
H 22.05700 19.94800 23.88300
O 22.23300 20.22800 22.20500
H 23.11700 20.13700 21.85700
H 22.00400 21.12500 22.16200
O 22.30100 17.10500 22.38200
H 22.79000 16.44400 21.98800
H 22.62300 17.11500 23.27400
O 27.34700 16.02200 22.60900
H 27.90500 15.34600 22.27700
H 26.46100 15.57400 22.82700
O 26.51700 19.70400 21.87600
H 26.61800 19.08800 22.58800
H 27.38200 19.69400 21.53700
O 27.29100 14.62400 25.13400
H 26.74000 15.35400 25.35100
H 27.50900 14.76300 24.17700
O 21.67200 17.27900 27.57800
H 22.14900 17.41600 26.75400
H 22.06700 16.56900 28.02800
O 22.89500 14.72300 24.16300
H 23.70800 14.54100 23.60800
H 23.17300 15.58900 24.48900
O 23.79300 12.55100 25.94100
H 23.54700 13.43400 25.59500
H 23.25200 12.30100 26.73900
O 24.06100 18.62200 20.85100
H 23.52700 18.18500 21.52200
H 24.82400 18.89100 21.26300
O 22.92400 14.96300 29.07400
H 23.25600 14.35200 29.76200
H 23.64800 15.39700 28.61700
*
```

Mulliken atomic charge list, values in e, 2 entries: atom 1 (C): -2.2864, atom 2 (C): 0.3453

The data favor <a>; the next most stable structure lies 0.0520 hartree above it.